Entry 1:
Below is 2 unconnected molecules or ions with the total composition C5H12NO3 at a distorted geometry, with properties calculated with ωB97M-V with the def2-TZVPD basis set.

Results
E_tot = -477.86722 Eh
total charge = +1

Element x y z (Å)
O1 1.48612 0.36883 0.03845
O2 -1.53328 -1.06321 2.82627
O3 0.22808 0.09151 2.19360
N1 0.21739 -0.65511 -1.59593
C1 0.96490 -0.97214 -0.39788
C2 -0.95578 -0.24901 2.05440
C3 -1.71880 0.22263 0.89261
C4 1.07449 1.31057 -0.92717
C5 0.70133 0.49020 -2.19265
H1 1.75240 0.18345 -2.65009
H2 1.84938 2.07961 -1.04513
H3 -1.95899 1.34181 1.07811
H4 1.04981 0.37500 0.99025
H5 0.15818 1.93263 -0.66317
H6 -1.55554 -0.12909 -0.11060
H7 0.26189 -1.44951 0.34651
H8 -1.06049 -1.46494 3.56097
H9 0.05075 -1.54904 -2.12988
H10 1.70161 -1.71726 -0.50347
H11 0.02052 0.97487 -2.91434
H12 -2.73398 -0.12182 1.14915

Atom charges from the Mulliken analysis, given in e for atoms 1 to 6:
1 O -0.234
2 O -0.384
3 O -0.685
4 N -0.251
5 C -0.515
6 C 0.603

Entry 2:
Below is 2 unconnected molecules or ions with the total composition C5H12NOS, with properties calculated with ωB97M-V with the def2-TZVPD basis set.

Results
E_tot = -725.91483 Eh
total charge = -1

Element x y z (Å)
S1 -0.55874 -0.25246 -1.42267
O1 2.25643 2.37532 1.08150
N1 1.53445 -2.49732 -0.56175
C1 0.20717 -2.88645 -1.02035
C2 -1.26858 2.66359 0.86555
C3 -0.82456 -1.85806 -0.57619
C4 1.17386 2.28936 0.54542
C5 -0.06986 1.78521 1.19650
H1 1.05271 2.61708 -0.50588
H2 -2.09961 2.46013 1.54228
H3 0.10412 1.66384 2.26664
H4 -1.82339 -2.21346 -0.83132
H5 1.65246 -1.52543 -0.85117
H6 -1.06162 3.73356 0.99575
H7 0.10501 -2.98094 -2.11189
H8 -0.76616 -1.74421 0.51201
H9 2.24572 -3.04424 -1.03249
H10 -0.23946 0.79460 0.72454
H11 -1.57056 2.51049 -0.16932
H12 -0.04939 -3.89059 -0.64714

Atom charges from the Mulliken analysis, given in e for atoms 1 to 6:
1 S -0.598
2 O -0.540
3 N -0.614
4 C -0.396
5 C -1.103
6 C -0.779

Entry 3:
Below is 2 unconnected molecules or ions with the total composition C5H12NOS, with properties calculated with ωB97M-V with the def2-TZVPD basis set.

Results
E_tot = -725.90681 Eh
total charge = -1

Element x y z (Å)
S1 -0.11610 0.86361 0.62988
O1 1.24362 -1.93200 2.24658
N1 -2.25006 -1.22773 1.78119
C1 0.93858 0.38014 -2.38028
C2 0.91024 1.96194 -0.42197
C3 0.69321 1.83364 -1.93731
C4 0.13596 -1.46303 2.36022
C5 -1.05047 -2.01991 1.60009
H1 -2.17155 -0.29564 1.39442
H2 -1.23490 -3.02638 1.99214
H3 0.42800 -0.31506 -1.71699
H4 -0.32068 2.19437 -2.13259
H5 1.41408 2.45224 -2.48774
H6 -3.05983 -1.72374 1.44170
H7 0.56885 0.23755 -3.40271
H8 -0.08211 -0.68866 3.11212
H9 -0.70005 -2.10636 0.56628
H10 0.67592 2.95526 -0.03860
H11 1.96553 1.74195 -0.22038
H12 2.01177 0.17780 -2.38604

Atom charges from the Mulliken analysis, given in e for atoms 1 to 6:
1 S -0.589
2 O -0.567
3 N -0.621
4 C -0.875
5 C -0.785
6 C -0.350

Entry 4:
Below is a gas-phase ion, C5H12NOS (charge +1) at a distorted geometry, with properties calculated with ωB97M-V with the def2-TZVPD basis set.

Results
E_tot = -725.52115 Eh
total charge = +1

Element x y z (Å)
S1 -1.23198 -0.74111 -0.51457
O1 2.94286 1.93018 -1.15942
N1 1.02328 0.06756 -1.27563
C1 2.27983 1.83910 -0.15197
C2 -2.25423 -2.23022 -0.21970
C3 0.92994 1.17447 -0.32608
C4 -0.98081 0.17382 1.14490
C5 0.42802 0.67599 1.07746
H1 0.99919 -0.20778 1.48431
H2 0.13294 -1.11940 -1.03548
H3 2.50141 2.37566 0.87844
H4 -1.96344 -2.99351 -1.00888
H5 -1.72794 0.92501 1.31260
H6 -1.22349 -0.79660 1.87464
H7 -3.23162 -1.79401 -0.54413
H8 1.92640 -0.58081 -1.32582
H9 0.58089 1.46034 1.92398
H10 0.90703 0.46001 -2.22715
H11 -2.41773 -2.67359 0.75723
H12 0.37943 2.05490 -0.66474

Atom charges from the Mulliken analysis, given in e for atoms 1 to 6:
1 S 0.060
2 O -0.420
3 N -0.654
4 C -0.181
5 C -0.822
6 C 0.405

Entry 5:
Below is a molecular structure, C5H12NS at a distorted geometry, with properties calculated with ωB97M-V with the def2-TZVPD basis set.

Results
E_tot = -650.55959 Eh
total charge = -1

Element x y z (Å)
S1 2.04439 0.04855 -1.54273
N1 -1.32555 -0.02548 0.63547
C1 1.53004 -2.86135 0.72040
C2 -2.89168 1.61578 1.66031
C3 0.22660 -0.11966 -1.33129
C4 -1.52771 1.41585 0.88660
C5 -0.16475 0.26074 0.06406
H1 0.98038 -2.67687 1.64125
H2 -3.25461 0.59981 1.79569
H3 -2.78287 2.08542 2.63991
H4 0.69802 0.46117 0.71467
H5 2.03600 -2.02465 0.23502
H6 -1.72432 2.00036 -0.04052
H7 2.26240 -3.64440 0.94446
H8 -0.73681 2.02411 1.36675
H9 -3.61053 2.18634 1.07501
H10 0.78966 -3.24679 0.01388
H11 -0.05405 -1.14730 -1.58779
H12 -0.31850 0.49689 -2.05684

Atom charges from the Mulliken analysis, given in e for atoms 1 to 6:
1 S -0.655
2 N -0.605
3 C -0.914
4 C -1.060
5 C -0.774
6 C -0.158

Entry 6:
Below is a gas-phase ion, C5H12NS (charge +1) at a distorted geometry, with properties calculated with ωB97M-V with the def2-TZVPD basis set.

Results
SMILES = CC(C)(C=S)C[NH3+]
E_tot = -650.29554 Eh
total charge = +1

Element x y z (Å)
S1 -0.36466 1.83940 2.56523
N1 1.73539 -0.60936 1.12646
C1 -0.24067 0.36412 -0.03448
C2 -0.60226 0.90909 -1.32232
C3 -0.84599 1.53439 1.12411
C4 1.21960 -0.38228 -0.24970
C5 -1.14423 -0.79981 0.35887
H1 -2.07439 -0.50729 0.62796
H2 -0.35131 2.06204 -1.45475
H3 -0.04879 0.55909 -2.19299
H4 1.95239 0.26847 -0.70758
H5 -1.21189 -1.38908 -0.42399
H6 2.61360 -0.12743 1.21541
H7 -1.67651 1.94384 0.56578
H8 -0.76003 -1.36975 1.31503
H9 -1.60849 0.90865 -1.56879
H10 1.70856 -1.60997 1.44235
H11 1.03398 -1.25890 -0.90996
H12 1.03736 -0.12313 1.80785

Atom charges from the Mulliken analysis, given in e for atoms 1 to 6:
1 S -0.279
2 N -0.123
3 C 1.235
4 C -1.981
5 C -0.175
6 C -0.883

Entry 7:
Below is 2 unconnected molecules or ions with the total composition C5H12O, with properties calculated with ωB97M-V with the def2-TZVPD basis set.

Results
E_tot = -272.75169 Eh

Element x y z (Å)
O1 2.92369 0.48360 0.74498
C1 1.95954 0.15982 -0.23613
C2 -1.99928 -0.92307 0.87575
C3 -0.94806 0.96685 -1.23097
C4 0.62652 -0.00760 0.48602
C5 -0.48860 -0.18156 -0.51493
H1 2.21967 -0.77511 -0.75897
H2 -2.95677 -1.19519 0.40996
H3 -1.66974 0.22144 -0.22441
H4 -2.17246 -0.26353 1.73691
H5 -0.75424 1.96142 -0.83769
H6 3.76241 0.65156 0.30169
H7 1.86756 0.94935 -0.99525
H8 0.44408 0.89726 1.07517
H9 -1.46087 0.87207 -2.18026
H10 -0.53351 -1.12704 -1.04927
H11 0.68308 -0.85228 1.17552
H12 -1.50303 -1.83802 1.22189

Atom charges from the Mulliken analysis, given in e for atoms 1 to 6:
1 O -0.500
2 C -0.508
3 C -1.453
4 C -1.098
5 C -0.542
6 C 0.172

Entry 8:
Below is 2 unconnected molecules or ions with the total composition C5H12O at a distorted geometry, with properties calculated with ωB97M-V with the def2-TZVPD basis set.

Results
SMILES = CC=C(C)C.O
E_tot = -272.90810 Eh

Element x y z (Å)
O1 -5.24689 -4.48180 0.87605
C1 -0.86812 -2.36450 0.70550
C2 -1.94820 -3.37912 0.73809
C3 0.49974 -2.92065 1.00509
C4 0.00000 0.00000 0.00000
C5 -1.03778 -1.11860 0.22012
H1 -3.00921 -3.09842 0.62834
H2 0.88013 -3.51502 0.15737
H3 1.01724 -0.13969 0.40287
H4 1.19844 -2.08802 1.19258
H5 0.47049 -3.56382 1.90068
H6 0.06820 0.11782 -1.09457
H7 -2.07055 -0.91300 -0.09085
H8 -1.74844 -4.25611 0.09964
H9 -0.42390 0.92417 0.42758
H10 -1.76547 -3.66004 1.78895
H11 -4.90258 -4.27413 1.77415
H12 -6.04219 -5.03819 1.03784

Atom charges from the Mulliken analysis, given in e for atoms 1 to 6:
1 O -0.632
2 C 0.734
3 C -1.111
4 C -1.330
5 C -1.045
6 C -0.215

Entry 9:
Below is C5H12O in the gas phase, with properties calculated with ωB97M-V with the def2-TZVPD basis set.

Results
SMILES = CCCCOC
E_tot = -272.91836 Eh

Element x y z (Å)
O1 -1.79427 0.93295 -0.44553
C1 1.72053 -1.74116 1.41981
C2 -0.38976 1.03298 -0.30135
C3 1.48308 -0.52644 0.53093
C4 0.04323 -0.05540 0.66663
C5 -2.26563 1.15505 -1.74603
H1 2.19216 0.26779 0.79180
H2 0.09464 0.89122 -1.28207
H3 1.55888 -1.52664 2.48314
H4 -1.68521 0.58160 -2.48265
H5 -2.23381 2.20791 -2.05506
H6 1.69370 -0.77597 -0.51768
H7 -3.30312 0.81694 -1.76396
H8 1.02559 -2.54329 1.15530
H9 2.73699 -2.12335 1.30861
H10 -0.12671 0.26484 1.70184
H11 -0.64368 -0.88616 0.46396
H12 -0.10660 2.02713 0.07233

Atom charges from the Mulliken analysis, given in e for atoms 1 to 6:
1 O -0.311
2 C -1.261
3 C -0.584
4 C -0.248
5 C -0.493
6 C -0.710

Entry 10:
Below is a molecular structure, C5H12O at a distorted geometry, with properties calculated with ωB97M-V with the def2-TZVPD basis set.

Results
E_tot = -272.81738 Eh

Element x y z (Å)
O1 -0.62317 0.80965 -1.12295
C1 -0.81625 -0.02091 0.08634
C2 1.36653 1.07361 1.06678
C3 1.35367 -1.29869 0.50993
C4 -1.92464 0.41514 -1.93924
C5 0.45569 -0.17496 0.94637
H1 1.49745 1.38274 0.06294
H2 1.99267 -1.08094 -0.40418
H3 -1.20062 -1.06289 -0.14387
H4 -1.47546 0.50889 0.75728
H5 0.92762 1.96064 1.77226
H6 0.05062 -0.39936 1.96460
H7 0.68230 -2.15547 0.14489
H8 2.38434 0.65092 1.45002
H9 -1.87446 1.09563 -2.89651
H10 -2.94011 0.69988 -1.34601
H11 -1.88180 -0.86001 -2.43987
H12 2.02561 -1.54385 1.53123

Atom charges from the Mulliken analysis, given in e for atoms 1 to 6:
1 O -0.350
2 C -0.674
3 C -1.199
4 C -1.220
5 C -0.597
6 C 0.584

Entry 11:
Below is C5H12O in the gas phase, with properties calculated with ωB97M-V with the def2-TZVPD basis set.

Results
E_tot = -272.78079 Eh

Element x y z (Å)
O1 -0.28825 -0.16215 0.34882
C1 -0.56254 -0.20839 1.75396
C2 -1.73954 0.34419 -0.49775
C3 2.18296 -0.18614 0.38856
C4 -1.59448 -0.40244 -1.80343
C5 0.91062 0.53908 -0.00915
H1 2.21622 -1.18514 -0.05525
H2 0.86417 1.53882 0.44248
H3 -0.05248 -1.06736 2.20648
H4 -0.23426 0.72702 2.22582
H5 3.04023 0.38606 0.01458
H6 -1.64764 -0.29799 1.79591
H7 2.29452 -0.27912 1.47353
H8 -2.44543 -0.05039 -2.40658
H9 -1.72560 -1.48418 -1.68007
H10 0.85878 0.64236 -1.09499
H11 -1.38837 1.38149 -0.68317
H12 -0.68891 -0.23571 -2.41977

Atom charges from the Mulliken analysis, given in e for atoms 1 to 6:
1 O -0.076
2 C -0.823
3 C -0.428
4 C -1.257
5 C -0.859
6 C -0.193

Entry 12:
Below is C5H12O in the gas phase, with properties calculated with ωB97M-V with the def2-TZVPD basis set.

Results
SMILES = CC(C)CCO
E_tot = -272.93064 Eh

Element x y z (Å)
O1 0.34959 -1.90839 -1.71235
C1 -0.86171 -0.55022 -0.11801
C2 -0.51226 -0.77834 -1.59242
C3 -0.09581 0.65483 0.43682
C4 1.41749 0.41111 0.27137
C5 -0.46538 0.99876 1.87591
H1 1.91068 1.20326 -0.29813
H2 -0.02163 0.12158 -1.99762
H3 0.69694 -1.93519 -2.61324
H4 0.09343 1.88547 2.19949
H5 -1.53713 1.21080 1.97839
H6 -0.58636 -1.46270 0.42909
H7 -0.36690 1.51449 -0.19359
H8 1.93665 0.35166 1.23234
H9 -1.41294 -0.93559 -2.19725
H10 1.60754 -0.54377 -0.23865
H11 -1.94586 -0.41017 -0.01285
H12 -0.20632 0.17241 2.55074

Atom charges from the Mulliken analysis, given in e for atoms 1 to 6:
1 O -0.543
2 C -0.815
3 C -0.510
4 C 0.699
5 C -1.282
6 C -1.678

Entry 13:
Below is C5H12O in the gas phase, with properties calculated with ωB97M-V with the def2-TZVPD basis set.

Results
SMILES = COCC(C)C
E_tot = -272.92585 Eh

Element x y z (Å)
O1 1.46135 0.69632 0.09041
C1 -1.36638 0.82944 0.90010
C2 -1.81559 -0.79743 -0.89036
C3 2.75622 0.22232 0.34694
C4 -0.83292 0.26634 -0.41273
C5 0.55894 -0.32975 -0.24668
H1 -0.74667 1.08206 -1.14517
H2 -1.62604 -0.00957 1.56390
H3 -2.01157 -1.48031 -0.05078
H4 -1.44237 -1.38801 -1.73231
H5 0.87881 -0.82672 -1.18061
H6 -2.77414 -0.34839 -1.17174
H7 -2.28428 1.40092 0.72278
H8 -0.63463 1.46442 1.40281
H9 2.77247 -0.47425 1.20043
H10 0.54277 -1.10332 0.54374
H11 3.37741 1.08920 0.58626
H12 3.18664 -0.29328 -0.52699

Atom charges from the Mulliken analysis, given in e for atoms 1 to 6:
1 O -0.295
2 C -1.368
3 C -1.485
4 C -0.721
5 C 0.690
6 C -0.765

The following energy above the lowest of the compared OMol25 structures with the same formula, charge and spin values (in kJ/mol) correspond, in order, to the records above: 253.8; 104.4; 125.4; 255.7; 305.1; 313.0; 517.2; 106.5; 79.6; 344.7; 440.7; 47.3; 59.9.
The following HOMO energy values (in eV) correspond, in order, to the records above: -13.37; -2.81; -2.73; -13.65; -2.74; -12.77; -6.96; -8.63; -9.68; -9.99; -7.13; -10.13; -9.84.